2 unconnected molecules or ions with the total composition C12H22NO5. Source: the Open Molecules 2025 dataset; level of theory: the ωB97M-V functional and the def2-TZVPD basis.

```
40
Properties=species:S:1:pos:R:3:lowdin_spin:R:1
C 3.2324 -1.0100 0.7947 0.0108
C 2.8552 0.0251 -0.2837 0.0238
C 3.9402 -0.0072 -1.3575 -0.0003
C 2.7854 1.4382 0.3239 0.0120
C 1.9717 2.3581 -0.5539 0.0002
O 2.1165 3.6772 -0.0222 0.0007
C 0.5100 1.9172 -0.5421 0.0174
C 0.3165 0.3884 -0.3963 0.0235
C -0.8825 -0.0690 -1.2238 -0.0017
C 0.0552 -0.0119 1.0675 0.0035
N 1.5366 -0.3071 -0.9080 0.3927
O 1.5443 -0.5404 -2.1609 0.5100
H 2.3551 -1.4534 1.2552 0.0013
H 3.8443 -0.5432 1.5668 0.0003
H 3.8046 -1.8245 0.3519 0.0002
H 4.0034 -0.9982 -1.7965 -0.0008
H 3.7697 0.7240 -2.1434 0.0011
H 4.8894 0.2252 -0.8719 -0.0001
H 2.3646 1.4501 1.3289 0.0003
H 3.8120 1.8009 0.3959 0.0016
H 2.3749 2.3530 -1.5697 0.0005
H 1.6117 4.2774 -0.5689 0.0002
H 0.0810 2.3975 0.3397 0.0016
H -0.0220 2.2938 -1.4151 0.0019
H -1.7807 0.2985 -0.7275 -0.0004
H -0.9091 -1.1529 -1.2956 -0.0003
H -0.8491 0.3560 -2.2245 -0.0003
H -0.6250 0.7067 1.5168 -0.0001
H -0.4551 -0.9763 1.0895 0.0006
H 0.9605 -0.0906 1.6552 0.0001
C -5.8839 -1.8203 0.5999 0.0000
C -4.6966 -2.7379 0.8334 0.0000
O -3.5994 -1.8191 0.8157 0.0000
C -4.0627 -0.5847 1.1206 0.0000
O -3.3759 0.3569 1.3399 0.0000
O -5.4149 -0.5783 1.1356 0.0000
H -6.7859 -2.1266 1.1215 0.0000
H -6.1019 -1.6831 -0.4601 0.0000
H -4.7306 -3.2226 1.8102 0.0000
H -4.5600 -3.4867 0.0587 0.0000
```

The calculation puts the total energy at -901.33787 Eh. Its HOMO-LUMO gap (spin up / spin down) is 0.3057 / 0.3565 Eh. The max |F| is 0.009 Eh/bohr. For the LUMO energy (spin up / spin down), the calculation gives 0.59 / 0.59 eV. As for the spin multiplicity: 2. Its HOMO energy (spin up / spin down) is -0.2841 / -0.3350 Eh.